Entry from the OMol25 dataset: a molecular structure, C44H28N4S4SbY in a non-equilibrium geometry (wB97M-V/def2-TZVPD).

```
82
Properties=species:S:1:pos:R:3:forces:R:3:lowdin_charge:R:1
Y -0.599 0.604 -0.972 -0.490 0.348 -0.898 0.954
C 5.531 5.204 1.268 0.001 0.007 0.001 -0.111
C 5.546 3.901 1.745 0.004 -0.004 -0.002 -0.094
C 4.501 3.037 1.449 0.006 0.005 0.008 -0.039
C 3.425 3.461 0.673 -0.012 0.020 -0.004 -0.212
C 3.420 4.771 0.198 -0.004 -0.006 0.004 -0.030
C 4.464 5.636 0.492 0.000 0.002 -0.002 -0.089
C 2.301 2.533 0.350 0.049 -0.027 -0.067 -0.066
C 1.058 2.824 0.932 -0.125 0.162 -0.064 -0.228
C 0.818 3.893 1.878 -0.015 -0.002 -0.019 -0.010
C -0.497 3.851 2.204 -0.051 0.071 -0.149 -0.007
C -1.069 2.724 1.498 0.055 -0.095 0.117 -0.236
C -2.328 2.160 1.760 -0.010 -0.053 0.087 -0.069
C -3.326 2.969 2.522 0.020 -0.021 -0.071 -0.206
C -4.476 3.397 1.860 0.042 0.025 0.065 -0.013
C -5.448 4.124 2.532 0.001 -0.013 -0.027 -0.086
C -5.285 4.429 3.877 -0.022 0.026 0.019 -0.112
C -4.149 3.998 4.547 0.022 -0.012 -0.005 -0.097
C -3.177 3.270 3.874 -0.065 -0.011 -0.039 -0.050
C -2.699 0.826 1.503 0.103 -0.042 0.209 -0.241
N -2.030 -0.073 0.735 0.016 -0.125 0.377 0.012
C -2.522 -1.311 1.021 -0.130 0.095 -0.102 -0.225
C -2.079 -2.522 0.471 0.060 -0.034 -0.056 -0.062
C -2.797 -3.757 0.906 -0.012 -0.001 -0.014 -0.210
C -4.109 -3.995 0.503 0.004 -0.001 -0.002 -0.028
C -4.779 -5.138 0.916 0.000 0.003 0.000 -0.088
C -4.147 -6.060 1.738 -0.005 -0.002 0.000 -0.111
C -2.839 -5.833 2.143 0.001 -0.002 0.000 -0.094
C -2.171 -4.690 1.728 0.000 0.005 0.001 -0.038
C -1.006 -2.689 -0.419 -0.115 0.052 -0.027 -0.220
C -0.569 -3.950 -0.978 0.014 -0.005 -0.038 0.005
C 0.506 -3.683 -1.754 -0.027 0.002 -0.083 0.022
C 0.757 -2.262 -1.650 0.022 -0.039 0.126 -0.221
N -0.203 -1.692 -0.872 0.123 -0.114 0.263 0.019
C 1.932 -1.641 -2.102 -0.003 -0.024 -0.038 -0.046
C 2.407 -0.391 -1.677 0.026 -0.005 0.170 -0.223
C 3.755 0.094 -1.875 -0.017 0.039 -0.078 0.012
C 3.883 1.220 -1.134 0.009 -0.009 -0.033 -0.002
C 2.602 1.456 -0.502 -0.073 0.083 -0.047 -0.229
N 1.735 0.481 -0.874 0.137 -0.118 0.218 0.011
C 2.798 -2.453 -3.007 0.100 -0.021 0.031 -0.207
C 2.394 -2.668 -4.318 -0.023 -0.003 -0.011 -0.056
C 3.179 -3.427 -5.177 -0.044 0.035 0.017 -0.070
C 4.363 -3.987 -4.725 0.027 -0.012 0.029 -0.106
C 4.768 -3.787 -3.408 0.020 -0.013 -0.033 -0.111
C 3.989 -3.022 -2.554 -0.040 0.035 0.013 -0.064
C -3.574 -1.187 2.006 -0.022 -0.002 -0.019 -0.007
C -3.703 0.133 2.284 -0.071 0.023 -0.107 -0.002
N -0.113 2.161 0.714 0.317 -0.201 0.204 0.015
H 6.347 5.878 1.496 0.001 0.000 0.001 0.091
H 6.375 3.554 2.350 0.000 -0.001 0.002 0.094
H 4.511 2.019 1.817 0.000 0.001 0.002 0.121
H 2.590 5.100 -0.415 0.000 -0.002 0.003 0.127
H 4.446 6.648 0.107 0.002 0.001 0.001 0.096
H 1.562 4.574 2.259 0.003 0.008 -0.017 0.103
H -1.022 4.504 2.881 -0.024 0.006 0.031 0.097
H -4.590 3.150 0.812 -0.020 0.018 -0.021 0.128
H -6.335 4.451 2.004 0.003 0.003 -0.003 0.097
H -6.044 4.997 4.402 -0.002 -0.004 -0.001 0.090
H -4.023 4.221 5.600 0.003 -0.001 0.003 0.093
H -2.305 2.906 4.398 0.073 0.008 0.031 0.118
H -4.595 -3.277 -0.146 0.000 0.000 -0.003 0.127
H -5.797 -5.310 0.587 0.000 -0.001 -0.002 0.097
H -4.670 -6.953 2.058 -0.001 0.001 -0.001 0.091
H -2.337 -6.548 2.783 0.000 0.000 -0.002 0.094
H -1.150 -4.509 2.041 0.001 0.000 -0.002 0.121
H -1.035 -4.907 -0.809 -0.007 0.004 -0.011 0.107
H 1.092 -4.372 -2.339 -0.011 -0.003 -0.005 0.116
H 4.497 -0.374 -2.500 0.001 -0.002 -0.004 0.109
H 4.757 1.845 -1.039 -0.004 0.003 -0.005 0.104
H 1.465 -2.250 -4.687 0.037 -0.010 0.009 0.001
H 2.838 -3.554 -6.196 0.010 -0.007 -0.002 0.099
H 4.977 -4.580 -5.393 -0.004 -0.002 -0.006 0.088
H 5.689 -4.229 -3.047 0.004 0.000 0.002 0.086
H 4.295 -2.865 -1.525 0.004 -0.001 0.004 0.113
H -4.117 -2.006 2.448 -0.013 0.005 -0.013 0.104
H -4.371 0.594 2.993 -0.009 0.000 -0.003 0.106
S 1.394 -0.427 -6.942 -0.069 -0.003 -0.008 -0.445
Sb -0.787 -0.910 -6.434 0.037 0.003 -0.003 0.118
S -2.383 1.904 -2.472 0.147 -0.196 0.147 -0.330
S -0.819 0.914 -3.557 0.054 0.161 -0.071 -0.331
S -0.893 -3.128 -5.864 -0.022 -0.010 0.023 -0.463
```
Positions in Å, forces in eV/Å.

Values from the calculation:
- Kohn-Sham gap: 4.032 eV
- Total energy: -102972.35091 eV
- Energy relative to the best compared isomer or geometry (same formula, charge and spin): 15.3 kJ/mol
- Charge: -2
- HOMO: -1.0 eV
- 2S+1: 1
- E_LUMO: 3.0 eV